[1]
Molecular formula: CH4FINNaO3PS
Method: DFT, ωB97M-V with the def2-TZVPD basis set

```
14
Properties=species:S:1:pos:R:3:forces:R:3:mulliken_charge:R:1
C 1.375 1.131 0.313 -0.63 -1.09 0.99 -1.01
P 0.454 -0.369 -0.455 0.80 0.29 -2.15 0.41
O 1.495 -1.707 -0.385 -0.65 1.88 1.26 -0.49
N -0.945 -0.552 0.627 -0.84 -0.70 0.22 -0.41
I -1.221 -2.495 1.284 0.00 -0.18 0.27 0.31
S -2.313 0.078 -0.205 0.27 5.29 -3.99 1.11
O -2.324 1.536 0.094 -0.29 -3.91 0.67 -0.52
O -2.142 -0.110 -1.668 -1.12 -1.27 3.62 -0.51
F -3.682 -0.585 0.349 2.60 0.42 -0.46 -0.15
H 1.034 1.170 1.381 0.85 0.25 -0.71 0.31
H 0.965 2.037 -0.189 0.38 -0.65 0.21 0.38
H 2.501 1.033 0.224 -1.20 0.26 0.59 0.30
H 1.932 -1.791 0.482 -0.06 -0.39 -0.09 0.35
Na 2.871 0.623 -1.852 -0.11 -0.19 -0.43 0.92
```
Forces are in eV/Å.

The charge is +1. The calculation puts the total energy at -44084.78121 eV. The value obtained for the LUMO energy is -4.832 eV.

[2]
Molecular formula: C21H17F2N5O
Method: DFT, ωB97M-V with the def2-TZVPD basis set

```
46
Properties=species:S:1:pos:R:3:forces:R:3:mulliken_charge:R:1
C -0.988 2.760 -4.674 -0.67 -0.10 -0.61 -0.83
N -1.876 1.778 -4.093 -0.04 -1.60 2.09 0.63
C -1.531 1.016 -2.972 1.40 1.78 -1.72 -0.48
C -2.521 0.098 -2.831 0.58 -0.69 1.42 0.71
C -2.686 -0.969 -1.913 -1.80 -1.32 0.19 0.21
C -1.614 -1.317 -0.930 0.21 0.03 -0.14 0.47
C -1.878 -1.548 0.420 -0.05 -0.13 0.25 -0.70
C -0.832 -1.880 1.289 0.04 0.47 -1.72 0.55
F -1.129 -2.191 2.576 0.50 0.21 -0.51 -0.34
C 0.489 -1.894 0.813 1.29 -0.88 -0.15 0.45
C 1.631 -2.271 1.760 0.68 0.94 -1.20 -2.03
N 1.974 -1.120 2.621 -0.17 -0.51 0.79 0.19
C 1.486 -1.085 3.925 0.83 1.61 0.96 -0.01
C 1.858 -0.052 4.727 -0.21 0.00 -0.48 -0.79
C 2.709 1.015 4.203 0.32 2.26 2.15 0.96
N 3.089 2.116 4.783 -0.27 -0.92 1.13 -0.90
C 3.988 2.847 3.873 -1.25 1.41 0.47 -0.38
C 4.037 2.020 2.637 1.02 0.10 -2.10 -0.65
N 3.187 0.935 2.950 -1.58 -3.61 -0.54 0.10
C 2.812 -0.107 2.136 0.96 0.55 -1.42 0.43
O 3.238 -0.102 0.996 -0.30 -0.74 -0.37 -0.67
C 0.754 -1.699 -0.578 -0.58 -0.18 0.66 0.30
F 2.003 -1.850 -1.133 -1.38 0.12 1.09 -0.32
C -0.300 -1.425 -1.420 -0.17 0.05 0.02 -0.72
C -3.888 -1.697 -2.031 1.27 0.67 0.07 -0.53
C -4.884 -1.369 -2.983 0.36 1.82 -1.25 -0.85
C -4.666 -0.280 -3.846 -1.20 -1.68 0.57 -0.45
C -3.451 0.418 -3.808 -1.71 -0.23 -0.57 -0.30
N -3.101 1.435 -4.596 1.86 0.62 0.35 -1.02
H -1.006 3.664 -4.087 -0.10 0.44 0.06 0.30
H 0.026 2.370 -4.661 -0.01 -0.05 -0.23 0.30
H -1.356 2.939 -5.694 0.38 0.09 0.36 0.30
H -0.578 1.123 -2.418 -0.80 0.16 -0.70 0.60
H -2.902 -1.480 0.782 0.22 -0.04 0.04 0.55
H 1.318 -3.101 2.357 -0.18 -0.26 0.75 0.53
H 2.552 -2.616 1.223 -0.92 0.59 0.21 0.43
H 0.821 -1.860 4.321 0.37 0.15 -0.69 0.33
H 1.514 0.086 5.739 -0.09 -0.24 0.00 0.42
H 4.979 3.090 4.288 -0.44 -0.38 0.13 0.30
H 3.515 3.821 3.611 0.30 -0.40 0.50 0.26
H 5.049 1.693 2.425 0.13 -0.32 -0.26 0.29
H 3.647 2.496 1.734 0.21 0.19 0.04 0.34
H -0.147 -1.333 -2.483 0.21 0.05 -0.12 0.73
H -4.082 -2.561 -1.426 0.21 -0.26 0.44 0.51
H -5.822 -1.935 -3.065 0.56 0.27 0.19 0.36
H -5.436 0.019 -4.543 0.01 -0.04 -0.14 0.42
```
Forces are in eV/Å.

The SMILES is Cn1cc2c(-c3cc(F)c(CN4C=CC5=NCCN5C4=O)c(F)c3)cccc2n1. As for the energy relative to the best compared isomer or geometry (same formula, charge and spin): 0.00 kcal/mol. The charge is 0. The calculation puts the total energy at -36985.06832 eV. The value obtained for the LUMO energy is 0.089 eV.

[3]
Molecular formula: C2H2ClFS
Method: DFT, ωB97M-V with the def2-TZVPD basis set

```
7
Properties=species:S:1:pos:R:3:forces:R:3:mulliken_charge:R:1
F -0.044 -0.563 -1.541 -1.54 -1.37 1.48 -0.23
C -0.258 -0.596 -0.126 4.80 0.15 -1.68 0.22
Cl 1.019 -1.765 0.581 -1.19 0.77 -0.60 -0.17
C 0.169 0.763 0.167 0.22 1.93 -0.08 -0.28
S -0.671 1.772 1.065 -0.26 0.21 0.62 -0.20
H -1.159 -0.791 0.345 -2.17 -1.10 -0.22 0.35
H 0.945 1.179 -0.491 0.14 -0.60 0.47 0.31
```
Forces are in eV/Å.

The SMILES is F[C@@H](Cl)C=S. As for the energy relative to the best compared isomer or geometry (same formula, charge and spin): 12.35 kcal/mol. The charge is 0. The calculation puts the total energy at -28180.00385 eV. The value obtained for the LUMO energy is -1.048 eV.

[4]
Molecular formula: C2H7PS2
Method: DFT, ωB97M-V with the def2-TZVPD basis set

```
12
Properties=species:S:1:pos:R:3:forces:R:3:mulliken_charge:R:1
C 2.537 -0.443 -0.214 2.25 3.71 -1.39 -0.70
C -1.790 -0.429 -0.016 4.27 -0.37 0.39 -0.70
P 0.065 1.195 -0.762 -2.39 -1.63 -0.14 0.05
S -3.409 0.049 -0.220 -0.72 -0.54 -2.93 -0.12
S 1.656 0.929 0.534 -0.61 0.82 0.93 -0.11
H 2.344 -1.196 0.414 -0.39 -3.27 2.08 0.26
H 3.654 -0.080 -0.074 -2.13 -1.26 -1.07 0.24
H 2.104 -0.637 -1.200 0.86 0.05 -0.05 0.30
H -1.412 -0.446 1.042 -0.58 -0.01 -1.12 0.32
H -1.495 -1.371 -0.525 -0.31 0.85 0.20 0.31
H -0.763 1.985 0.064 0.43 0.36 0.16 0.05
H -3.490 0.444 0.957 -0.66 1.27 2.94 0.10
```
Forces are in eV/Å.

As for the energy relative to the best compared isomer or geometry (same formula, charge and spin): 70.69 kcal/mol. The charge is 0. The calculation puts the total energy at -33144.07678 eV. The value obtained for the LUMO energy is 0.083 eV.

[5]
Molecular formula: C4H6O3S
Method: DFT, ωB97M-V with the def2-TZVPD basis set

```
14
Properties=species:S:1:pos:R:3:forces:R:3:mulliken_charge:R:1
C -0.021 -0.712 -0.882 4.49 3.37 -1.05 -0.14
C 1.010 -0.489 0.190 -5.49 -2.56 3.26 -0.54
C -0.116 0.539 -0.025 -2.03 0.72 1.62 0.78
C 0.016 1.917 -0.482 -0.48 2.60 -0.02 -0.12
H -1.788 -1.266 -0.250 2.80 -0.64 -1.04 0.37
H 0.441 -0.645 -1.896 -0.85 0.04 0.46 0.26
H 1.860 -0.119 -0.014 6.20 2.44 -2.02 0.49
H 0.441 -2.637 1.255 0.46 0.78 0.17 0.16
H -1.053 1.239 1.765 -1.21 -3.08 -5.07 0.40
H 0.732 1.874 -1.257 1.34 1.28 -1.54 0.34
O -0.881 -1.616 -0.637 -6.34 -3.23 1.28 -0.53
O -1.298 0.584 0.685 0.29 1.27 6.28 -0.71
O -0.608 2.951 -0.139 1.97 -3.56 -0.74 -0.52
S 1.265 -1.619 1.685 -1.15 0.57 -1.58 -0.25
```
Forces are in eV/Å.

As for the energy relative to the best compared isomer or geometry (same formula, charge and spin): 114.02 kcal/mol. The charge is 0. The calculation puts the total energy at -21218.03938 eV. The value obtained for the LUMO energy is 0.048 eV.

[6]
Molecular formula: C3H5BrClNO4
Method: DFT, ωB97M-V with the def2-TZVPD basis set

```
15
Properties=species:S:1:pos:R:3:forces:R:3:lowdin_spin:R:1
C -0.872 1.106 0.012 0.71 1.88 -1.33 0.04
C 0.984 -0.701 -0.603 -0.94 0.36 -0.68 0.02
C -0.049 -0.071 0.374 5.33 3.84 1.27 0.32
N 0.549 0.302 1.744 -1.06 1.15 -3.32 0.11
O 0.271 1.379 2.262 -0.61 0.06 -0.05 0.10
O 1.254 -0.521 2.217 2.04 -2.65 1.56 0.11
O -1.465 0.985 -1.261 -0.69 -2.20 0.70 0.01
O 0.227 -1.685 -1.353 -2.48 3.78 4.41 0.08
Cl 1.605 0.688 -1.652 -0.14 -0.84 0.11 0.03
Br -1.369 -1.492 0.782 -3.36 -4.00 0.97 1.14
H -1.628 1.111 0.777 -0.71 0.55 0.68 0.02
H -0.302 2.087 0.050 -0.65 -1.29 0.02 0.01
H 1.921 -1.139 -0.233 -0.75 0.22 0.52 0.00
H -1.835 0.055 -1.150 0.12 1.62 -1.22 0.00
H 0.710 -2.104 -1.964 3.20 -2.47 -3.65 0.00
```
Forces are in eV/Å.

The multiplicity is 3. As for the expectation value of S²: 2.006. The charge is 0. The calculation puts the total energy at -95428.24666 eV. The value obtained for the LUMO energy (alpha / beta) is 0.169 / -4.946 eV.

[7]
Molecular formula: C3H7Br3N
Method: DFT, ωB97M-V with the def2-TZVPD basis set

```
14
Properties=species:S:1:pos:R:3:forces:R:3:mulliken_charge:R:1
C -0.728 0.142 1.469 -0.04 -0.14 0.02 -1.22
C -1.078 0.709 0.092 -0.79 -0.23 0.09 -0.03
C 0.114 0.744 -0.793 0.12 0.18 -0.51 0.26
N 0.270 -0.025 -1.813 0.09 0.07 0.25 -0.14
Br -2.533 -0.354 -0.731 0.49 0.36 0.27 -0.08
Br 1.423 2.001 -0.390 -0.17 -0.25 -0.10 0.15
Br 2.406 -1.484 0.283 -0.19 0.88 -0.21 -0.22
H -0.355 -0.873 1.381 0.02 -0.08 0.01 0.34
H 0.026 0.756 1.955 0.07 0.09 0.03 0.38
H -1.621 0.134 2.087 -0.03 0.05 -0.04 0.42
H -1.472 1.725 0.209 0.12 -0.18 -0.22 0.40
H 2.871 -2.733 0.651 0.35 -1.00 0.27 0.27
H -0.444 -0.724 -2.033 -0.02 0.18 0.08 0.16
H 1.120 -0.018 -2.367 -0.02 0.08 0.05 0.33
```
Forces are in eV/Å.

As for the energy relative to the best compared isomer or geometry (same formula, charge and spin): 0.00 kcal/mol. The charge is +1. The calculation puts the total energy at -214835.16104 eV. The value obtained for the LUMO energy is -5.084 eV.

Which formula does entry 2 have?
C21H17F2N5O

charge of number 3 (C2H2ClFS)?
0